No. 1
Molecular formula: C43H31BiCl5P2Si
Method: DFT, ωB97M-V with the def2-TZVPD basis set

Geometry (Å):
1 Bi -1.03168 -0.59267 -0.06508
2 C 2.11180 -3.01101 -0.60122
3 Si 1.52784 -1.39996 0.13167
4 C 2.37704 -1.23235 1.80988
5 C 3.45811 -2.06807 2.11402
6 C 4.19530 -1.88644 3.27643
7 C 3.86489 -0.87096 4.16367
8 C 2.78043 -0.04652 3.89678
9 C 2.03731 -0.22793 2.73307
10 P 0.55975 0.74046 2.33016
11 C 0.81698 2.41074 2.99020
12 C 0.25368 2.87966 4.17236
13 C 0.48513 4.18687 4.58537
14 C 1.28465 5.02703 3.82690
15 C 1.85329 4.56611 2.64420
16 C 1.61150 3.26816 2.22135
17 C -0.75765 -0.03066 3.31687
18 C -2.04909 0.50487 3.21106
19 C -3.12794 -0.13247 3.80515
20 C -2.93603 -1.32540 4.49291
21 C -1.66537 -1.87142 4.58986
22 C -0.57850 -1.23051 4.00417
23 C 2.26124 -0.07515 -1.02402
24 C 3.59852 0.29190 -0.82680
25 C 4.28775 1.04311 -1.76626
26 C 3.66502 1.44113 -2.94458
27 C 2.33837 1.11414 -3.15765
28 C 1.63520 0.38424 -2.19458
29 P -0.13299 0.13945 -2.47282
30 C -0.36532 -0.64222 -4.07133
31 C -0.86710 0.04703 -5.17035
32 C -0.99296 -0.60956 -6.38737
33 C -0.62774 -1.94286 -6.50238
34 C -0.13315 -2.63350 -5.40119
35 C -0.00648 -1.98665 -4.18452
36 C -0.90583 1.77736 -2.50992
37 C -0.22754 2.92420 -2.10671
38 C -0.91022 4.13197 -2.00932
39 C -2.26094 4.19693 -2.31191
40 C -2.94377 3.05126 -2.70795
41 C -2.27365 1.84352 -2.79684
42 H 3.19532 -2.94799 -0.74914
43 H 1.65677 -3.19644 -1.57581
44 H 1.89602 -3.86335 0.04849
45 H 3.73902 -2.86559 1.43550
46 H 5.03534 -2.53655 3.48761
47 H 4.44664 -0.72945 5.06644
48 H 2.50838 0.73995 4.59219
49 H -0.36367 2.22441 4.77558
50 H 0.04354 4.54589 5.50642
51 H 1.46309 6.04395 4.15426
52 H 2.47961 5.22161 2.05193
53 H 2.04209 2.90867 1.29088
54 H -2.20581 1.42886 2.66224
55 H -4.11898 0.29578 3.72328
56 H -3.77840 -1.82804 4.95134
57 H -1.51457 -2.80078 5.12442
58 H 0.40896 -1.66636 4.08809
59 H 4.11492 -0.03273 0.07168
60 H 5.32317 1.30615 -1.58834
61 H 4.20907 2.01144 -3.68647
62 H 1.84106 1.43790 -4.06568
63 H -1.15044 1.08836 -5.08588
64 H -1.37815 -0.07599 -7.24650
65 H -0.73363 -2.44999 -7.45311
66 H 0.14520 -3.67553 -5.49088
67 H 0.36539 -2.52561 -3.31943
68 H 0.82566 2.88064 -1.85962
69 H -0.38121 5.02203 -1.69289
70 H -2.78767 5.13999 -2.23481
71 H -3.99975 3.09965 -2.94000
72 H -2.81603 0.94764 -3.08512
73 Cl -0.76616 -4.14036 -0.96530
74 C -2.38043 -3.61010 -0.62259
75 C -2.61259 -2.26120 -0.39467
76 C -3.92775 -1.86862 -0.16201
77 Cl -4.30649 -0.18126 0.07545
78 C -4.97688 -2.78467 -0.11941
79 Cl -6.58355 -2.26924 0.19289
80 C -4.70816 -4.13589 -0.33103
81 Cl -5.97735 -5.28176 -0.26986
82 C -3.40453 -4.55394 -0.59442
83 Cl -3.07692 -6.21532 -0.86901

Computed properties:
- molecular weight (g mol⁻¹) = 1024.0
- charge = +1
- relative energy (zero: lowest compared OMol25 entry of this formula, charge and spin) (kJ/mol) = 0.0
- E_HOMO (eV) = -10.4
- LUMO energy (eV) = -3.02

These are the Mulliken partial charges, in e, on atoms 1 to 6: 1.6140, -1.7358, 1.2163, 0.6417, -0.6014, -0.8137

=====

No. 2
Molecular formula: C66H55N11O22
Method: DFT, ωB97M-V with the def2-TZVPD basis set

Geometry (Å):
1 O 0.56379 5.51186 6.58045
2 N 0.97209 4.63008 7.35009
3 O 1.29256 4.92785 8.48361
4 C 0.96254 3.19309 7.06953
5 C 1.36060 2.25059 8.03766
6 C 1.34349 0.92441 7.66112
7 C 1.16086 0.55458 6.33939
8 C 0.85007 1.48669 5.37940
9 C 0.58585 2.79886 5.77832
10 H 1.69045 2.51858 9.03157
11 H 1.60086 0.15159 8.39424
12 H 1.33796 -0.49783 6.06790
13 H 0.54096 1.17253 4.41610
14 H 0.29621 3.52912 5.04926
15 O -3.79225 -0.18648 -4.19278
16 N -3.03883 -0.62193 -5.04854
17 O -1.92576 -0.09289 -5.24365
18 C -3.41848 -1.78429 -5.78211
19 C -4.64607 -2.31482 -5.52416
20 C -4.95983 -3.50985 -6.13067
21 C -4.05092 -4.08681 -7.05831
22 C -2.79017 -3.53622 -7.35687
23 C -2.52820 -2.29948 -6.75738
24 H -5.34006 -1.94657 -4.80082
25 H -5.93229 -3.96434 -5.85422
26 H -4.29620 -4.97039 -7.55963
27 H -2.14167 -3.93134 -8.15096
28 H -1.58300 -1.83123 -7.03903
29 O -2.47118 2.79974 3.64804
30 N -3.31998 3.67016 3.45880
31 O -4.03065 3.71176 2.46724
32 C -3.50810 4.66978 4.56884
33 C -2.63776 4.73562 5.69246
34 C -2.89900 5.70725 6.64548
35 C -3.96502 6.62672 6.47893
36 C -4.81358 6.53380 5.40421
37 C -4.59738 5.54264 4.46875
38 H -1.80322 4.08718 5.78185
39 H -2.25004 5.82224 7.53502
40 H -4.10340 7.48504 7.14098
41 H -5.58072 7.31206 5.18475
42 H -5.25390 5.40973 3.59107
43 O 2.58066 2.52228 -7.41911
44 N 1.65858 2.04073 -6.75952
45 O 0.99938 1.07423 -7.05907
46 C 1.31503 2.68315 -5.47797
47 C 0.00946 2.50704 -4.94862
48 C -0.30651 3.04310 -3.68629
49 C 0.64540 3.87772 -3.02584
50 C 1.92523 3.98188 -3.54950
51 C 2.25490 3.40464 -4.80070
52 H -0.69269 1.84764 -5.46441
53 H -1.23732 2.77188 -3.27067
54 H 0.46700 4.45152 -2.12177
55 H 2.59112 4.59607 -3.00674
56 H 3.18201 3.57258 -5.30641
57 O 7.20269 -4.12050 -4.22544
58 N 6.59763 -3.14378 -3.79678
59 O 7.00698 -2.02733 -3.95507
60 C 5.36433 -3.42337 -3.04016
61 C 4.84389 -4.72777 -3.03193
62 C 3.57574 -4.99883 -2.57107
63 C 2.82819 -3.94323 -2.19729
64 C 3.33341 -2.66159 -2.11623
65 C 4.59756 -2.36655 -2.54177
66 H 5.37570 -5.52877 -3.59886
67 H 3.20192 -5.97615 -2.52008
68 H 1.78316 -4.09378 -1.90035
69 H 2.76251 -1.79960 -1.76375
70 H 4.86971 -1.35143 -2.53814
71 O 4.04027 -1.78740 6.86447
72 N 4.78756 -0.84485 6.52897
73 O 5.43596 -0.22666 7.32249
74 C 4.79337 -0.42375 5.02931
75 C 3.85158 -0.94990 4.18646
76 C 3.99448 -0.57069 2.81607
77 C 4.98555 0.25460 2.35140
78 C 5.84652 0.73648 3.31140
79 C 5.78128 0.43811 4.65765
80 H 2.98843 -1.54209 4.41172
81 H 3.24503 -0.97405 2.17791
82 H 5.03075 0.61731 1.35309
83 H 6.47382 1.59585 3.02191
84 H 6.52422 0.72489 5.42422
85 O -0.58266 -5.12160 0.07145
86 N 0.23461 -4.59177 0.81820
87 O 1.42676 -4.54414 0.55495
88 C -0.19478 -4.20883 2.18481
89 C 0.73024 -3.75284 3.11745
90 C 0.31226 -3.69034 4.40589
91 C -1.02624 -3.84406 4.68260
92 C -1.97903 -4.21002 3.75547
93 C -1.53019 -4.40726 2.49052
94 H 1.75041 -3.56814 2.80079
95 H 1.01982 -3.40928 5.23802
96 H -1.44190 -3.69643 5.66616
97 H -2.99382 -4.46817 4.06740
98 H -2.07312 -4.82344 1.65493
99 O -0.04331 8.07447 4.01533
100 N 0.81686 7.26051 3.60793
101 O 1.97684 7.29301 3.84071
102 C 0.36576 6.03486 2.75507
103 C 1.28063 4.99775 2.63888
104 C 0.95558 3.88632 1.93376
105 C -0.34175 3.71808 1.35603
106 C -1.26031 4.76829 1.52836
107 C -0.91494 5.91026 2.29583
108 H 2.29360 5.10465 3.07887
109 H 1.71891 3.05508 1.87669
110 H -0.53178 2.85237 0.74416
111 H -2.26318 4.73825 1.15003
112 H -1.62091 6.74264 2.36856
113 O 0.84397 -0.20373 -3.24215
114 N 0.78698 -1.10964 -4.03357
115 O -0.06285 -1.97222 -3.98434
116 C 1.80277 -1.23790 -5.08310
117 C 1.81360 -2.16146 -6.08878
118 C 2.88716 -2.00298 -6.96875
119 C 3.87647 -1.02878 -6.91385
120 C 3.87155 -0.20718 -5.80704
121 C 2.87472 -0.30433 -4.88982
122 H 1.03252 -2.94764 -6.19445
123 H 2.93870 -2.72219 -7.80000
124 H 4.61859 -0.89601 -7.72042
125 H 4.66060 0.53148 -5.71820
126 H 2.91268 0.45954 -4.12197
127 O -4.63370 -6.32902 -4.87240
128 N -5.31964 -5.86172 -3.97082
129 O -6.56967 -5.93530 -3.98071
130 C -4.62561 -5.06166 -2.92713
131 C -5.24491 -4.89229 -1.70496
132 C -4.71685 -4.13557 -0.67684
133 C -3.48259 -3.50430 -1.01032
134 C -2.91590 -3.61060 -2.28106
135 C -3.41955 -4.50324 -3.20709
136 H -6.23803 -5.34684 -1.54276
137 H -5.18307 -4.13015 0.29031
138 H -3.10018 -2.70070 -0.44872
139 H -1.99918 -3.06588 -2.48626
140 H -2.96570 -4.63975 -4.18894
141 O -0.63668 -0.66578 2.76160
142 N -0.41532 -0.60939 1.56831
143 O 0.57536 -1.06904 1.00881
144 C -1.50379 -0.01399 0.68822
145 C -2.54092 0.66453 1.19663
146 C -3.67927 0.89679 0.35398
147 C -3.57671 0.63675 -1.00568
148 C -2.41469 0.10634 -1.56743
149 C -1.36763 -0.23171 -0.71791
150 H -2.57662 0.81122 2.22792
151 H -4.56459 1.37765 0.72736
152 H -4.38693 0.84010 -1.65532
153 H -2.40307 -0.05061 -2.63104
154 H -0.43159 -0.72173 -1.04961

Computed properties:
- molecular weight (g mol⁻¹) = 1354.2
- relative energy (zero: lowest compared OMol25 entry of this formula, charge and spin) (kJ/mol) = 239.0
- SMILES string = O=[N+]([O-])c1ccccc1.O=[N+]([O-])c1ccccc1.O=[N+]([O-])c1ccccc1.O=[N+]([O-])c1ccccc1.O=[N+]([O-])c1ccccc1.O=[N+]([O-])c1ccccc1.O=[N+]([O-])c1ccccc1.O=[N+]([O-])c1ccccc1.O=[N+]([O-])c1ccccc1.O=[N+]([O-])c1ccccc1.O=[N+]([O-])c1ccccc1
- E_HOMO (eV) = -9.8
- LUMO energy (eV) = -1.13

These are the Mulliken partial charges, in e, on atoms 1 to 6: -0.5383, 1.0109, -0.6334, -0.2171, -0.5720, -0.6290

=====

No. 3
Molecular formula: C13H18BrN2O4Re
Method: DFT, ωB97M-V with the def2-TZVPD basis set

Geometry (Å):
1 Re 0.06816 -0.39330 1.05307
2 Br -1.71054 -1.94991 -1.98614
3 C -1.86889 -2.74752 -0.27869
4 C -2.67327 -3.87189 -0.19880
5 C -2.82449 -4.49804 1.02480
6 C -2.16116 -3.97427 2.11976
7 C -1.39005 -2.84626 1.94761
8 N -1.22463 -2.21368 0.76354
9 C -0.69944 -2.21911 3.14120
10 O -0.72484 -2.74220 4.21522
11 O -0.11350 -1.07045 2.85409
12 H -3.16618 -4.23617 -1.08724
13 H -3.45146 -5.37399 1.11756
14 H -2.22027 -4.39800 3.11214
15 C 2.59419 3.05443 1.13892
16 O 1.71020 1.97048 0.78784
17 C 1.15899 1.17257 1.68768
18 C 1.38272 1.45357 3.13652
19 H 2.06534 3.82509 1.69723
20 H 2.94243 3.45443 0.19222
21 H 3.44335 2.69132 1.71445
22 H 2.10803 2.23346 3.35341
23 H 1.67325 0.52863 3.63373
24 H 0.42115 1.73374 3.57418
25 C 1.72126 0.13512 -2.94159
26 N 0.65959 1.13618 -2.79308
27 C 0.34587 2.03490 -3.90304
28 C -0.01670 1.14234 -1.66235
29 C -1.07411 2.14538 -1.35908
30 O 0.25598 0.25825 -0.79741
31 H 2.28384 0.33209 -3.84765
32 H 1.29448 -0.86717 -2.99437
33 H 2.39181 0.17166 -2.08544
34 H 0.98247 1.78670 -4.74483
35 H 0.52257 3.07541 -3.63349
36 H -0.69022 1.91441 -4.21731
37 H -1.29891 2.81556 -2.18190
38 H -0.73846 2.72045 -0.49374
39 H -1.97854 1.61580 -1.05905

Computed properties:
- molecular weight (g mol⁻¹) = 532.4
- charge = +1
- relative energy (zero: lowest compared OMol25 entry of this formula, charge and spin) (kJ/mol) = 6.5
- multiplicity = 2
- E_HOMO (spin up / spin down) (eV) = -11.0 / -10.7
- LUMO energy (spin up / spin down) (eV) = -3.50 / -3.52

These are the Mulliken partial charges, in e, on atoms 1 to 6: 0.7173, -0.1017, 0.4436, -0.5914, -0.3424, -0.7131